{"formula": "C73H161N8O3", "method": "the ωB97M-V functional and the def2-TZVPD basis", "species": ["C", "C", "C", "C", "N", "C", "C", "C", "C", "C", "H", "H", "H", "H", "H", "H", "H", "H", "H", "H", "H", "H", "H", "H", "H", "H", "H", "H", "H", "H", "C", "C", "C", "C", "N", "C", "C", "C", "C", "C", "H", "H", "H", "H", "H", "H", "H", "H", "H", "H", "H", "H", "H", "H", "H", "H", "H", "H", "H", "H", "C", "C", "C", "C", "N", "C", "C", "C", "C", "C", "H", "H", "H", "H", "H", "H", "H", "H", "H", "H", "H", "H", "H", "H", "H", "H", "H", "H", "H", "H", "C", "C", "C", "C", "N", "C", "C", "C", "C", "C", "H", "H", "H", "H", "H", "H", "H", "H", "H", "H", "H", "H", "H", "H", "H", "H", "H", "H", "H", "H", "C", "C", "C", "C", "N", "C", "C", "C", "C", "C", "H", "H", "H", "H", "H", "H", "H", "H", "H", "H", "H", "H", "H", "H", "H", "H", "H", "H", "H", "H", "C", "C", "C", "C", "N", "C", "C", "C", "C", "C", "H", "H", "H", "H", "H", "H", "H", "H", "H", "H", "H", "H", "H", "H", "H", "H", "H", "H", "H", "H", "C", "C", "C", "C", "N", "C", "C", "C", "C", "C", "H", "H", "H", "H", "H", "H", "H", "H", "H", "H", "H", "H", "H", "H", "H", "H", "H", "H", "H", "H", "C", "C", "C", "C", "N", "C", "C", "C", "C", "C", "H", "H", "H", "H", "H", "H", "H", "H", "H", "H", "H", "H", "H", "H", "H", "H", "H", "H", "H", "H", "O", "C", "O", "O", "H"], "positions_angstrom": [[9.775, 4.222, 4.416], [9.986, 2.919, 5.200], [9.184, 2.730, 6.514], [9.680, 3.645, 7.671], [8.642, 3.899, 8.744], [9.326, 4.554, 9.972], [8.409, 4.205, 11.141], [8.006, 2.748, 10.870], [8.191, 2.567, 9.369], [7.547, 4.844, 8.315], [8.877, 4.786, 4.661], [9.922, 4.088, 3.345], [10.656, 4.806, 4.717], [11.010, 2.666, 5.473], [9.775, 2.189, 4.412], [9.154, 1.708, 6.897], [8.107, 2.900, 6.394], [9.887, 4.641, 7.274], [10.566, 3.238, 8.151], [9.571, 5.600, 9.787], [10.300, 4.088, 10.144], [7.616, 4.952, 11.109], [8.979, 4.358, 12.055], [6.925, 2.777, 11.024], [8.457, 2.035, 11.549], [7.326, 2.214, 8.815], [9.076, 1.940, 9.255], [6.994, 4.384, 7.497], [8.044, 5.735, 7.945], [6.879, 4.935, 9.165], [12.208, 7.777, -1.485], [11.780, 7.463, -2.918], [10.721, 6.363, -3.017], [10.680, 5.825, -4.450], [9.714, 4.641, -4.626], [10.010, 3.430, -3.754], [9.904, 2.195, -4.582], [10.576, 2.703, -5.872], [9.840, 4.041, -6.052], [8.293, 5.093, -4.365], [12.171, 6.876, -0.860], [11.661, 8.494, -0.878], [13.283, 7.971, -1.469], [12.658, 7.088, -3.454], [11.487, 8.350, -3.482], [9.771, 6.807, -2.724], [11.026, 5.501, -2.417], [11.593, 5.331, -4.777], [10.226, 6.603, -5.063], [9.364, 3.433, -2.879], [11.077, 3.510, -3.544], [8.906, 1.872, -4.896], [10.368, 1.290, -4.194], [10.414, 2.064, -6.736], [11.632, 2.839, -5.637], [8.863, 3.791, -6.461], [10.345, 4.783, -6.665], [7.996, 5.639, -5.259], [8.214, 5.766, -3.515], [7.688, 4.215, -4.157], [14.360, -0.308, 2.691], [13.801, 0.959, 2.074], [14.485, 1.334, 0.755], [14.140, 2.777, 0.366], [14.001, 3.034, -1.125], [12.869, 2.163, -1.697], [13.217, 1.951, -3.157], [14.751, 1.784, -3.114], [15.189, 2.730, -2.025], [13.537, 4.458, -1.294], [15.358, -0.138, 3.095], [14.352, -1.155, 2.004], [13.727, -0.669, 3.504], [13.787, 1.800, 2.778], [12.723, 0.807, 1.931], [14.294, 0.557, 0.019], [15.562, 1.363, 0.934], [14.858, 3.517, 0.718], [13.166, 3.078, 0.761], [11.824, 2.471, -1.599], [12.829, 1.251, -1.104], [13.096, 2.809, -3.818], [12.747, 1.030, -3.494], [15.112, 1.972, -4.123], [15.023, 0.755, -2.877], [15.628, 3.668, -2.382], [16.099, 2.444, -1.489], [12.744, 4.674, -0.574], [13.256, 4.683, -2.317], [14.301, 5.123, -0.887], [8.439, 8.862, -1.200], [7.165, 8.035, -0.998], [6.074, 8.505, -1.998], [5.522, 9.893, -1.703], [4.348, 10.336, -2.601], [4.859, 10.858, -3.969], [5.110, 12.371, -3.859], [4.382, 12.857, -2.575], [3.760, 11.584, -2.026], [3.359, 9.237, -2.871], [8.761, 8.909, -2.245], [9.285, 8.408, -0.676], [8.419, 9.893, -0.841], [6.789, 8.289, -0.007], [7.392, 6.988, -1.183], [5.268, 7.769, -1.892], [6.392, 8.276, -3.019], [6.256, 10.664, -1.939], [5.117, 9.987, -0.698], [3.968, 10.825, -4.599], [5.703, 10.300, -4.358], [4.883, 12.980, -4.727], [6.191, 12.414, -3.692], [3.693, 13.620, -2.930], [5.055, 13.371, -1.893], [2.677, 11.575, -2.207], [3.586, 11.522, -0.945], [3.098, 8.801, -1.909], [3.779, 8.460, -3.505], [2.516, 9.697, -3.379], [7.253, 2.644, 1.989], [6.987, 1.371, 1.184], [5.532, 0.864, 1.340], [5.253, 0.221, 2.725], [3.895, -0.470, 2.845], [3.735, -1.094, 4.234], [4.133, -2.513, 4.042], [3.578, -2.869, 2.659], [3.908, -1.639, 1.825], [2.762, 0.473, 2.567], [6.889, 3.615, 1.633], [8.327, 2.856, 2.010], [6.877, 2.550, 3.011], [7.652, 0.552, 1.455], [7.212, 1.640, 0.148], [5.416, 0.084, 0.585], [4.794, 1.652, 1.179], [5.389, 0.970, 3.505], [5.950, -0.581, 2.965], [2.660, -1.115, 4.428], [4.218, -0.478, 4.987], [3.646, -3.231, 4.704], [5.195, -2.653, 4.263], [2.519, -3.103, 2.769], [4.088, -3.790, 2.380], [3.450, -1.520, 0.844], [4.937, -1.855, 1.523], [1.806, -0.003, 2.767], [2.825, 0.675, 1.498], [2.826, 1.427, 3.088], [7.320, 12.615, 1.100], [6.724, 11.627, 2.083], [7.594, 10.381, 2.339], [7.103, 9.653, 3.563], [7.755, 8.272, 3.768], [7.213, 7.285, 2.733], [6.363, 6.216, 3.415], [6.014, 6.921, 4.718], [7.317, 7.663, 5.066], [9.265, 8.348, 3.680], [8.121, 13.207, 1.542], [6.596, 13.333, 0.710], [7.648, 12.117, 0.181], [5.789, 11.254, 1.642], [6.340, 12.110, 2.985], [8.631, 10.692, 2.480], [7.511, 9.837, 1.396], [6.027, 9.484, 3.607], [7.340, 10.211, 4.470], [7.962, 6.852, 2.064], [6.598, 7.896, 2.073], [6.994, 5.348, 3.600], [5.480, 5.959, 2.834], [5.664, 6.221, 5.481], [5.181, 7.626, 4.705], [8.081, 6.954, 5.381], [7.207, 8.470, 5.788], [9.733, 7.384, 3.881], [9.673, 8.949, 4.496], [9.478, 8.750, 2.698], [12.690, 11.295, 2.945], [12.891, 9.829, 2.503], [13.461, 8.876, 3.535], [13.406, 7.396, 3.101], [13.958, 6.449, 4.164], [13.426, 5.046, 3.866], [13.612, 4.247, 5.143], [13.724, 5.295, 6.294], [13.352, 6.598, 5.546], [15.438, 6.560, 4.297], [13.341, 11.624, 3.762], [11.685, 11.579, 3.255], [13.017, 11.994, 2.174], [13.509, 9.829, 1.607], [11.870, 9.550, 2.226], [13.011, 8.961, 4.531], [14.493, 9.079, 3.838], [13.837, 7.151, 2.134], [12.344, 7.143, 3.049], [14.129, 4.710, 3.099], [12.429, 5.097, 3.440], [14.439, 3.543, 5.213], [12.726, 3.640, 5.320], [14.753, 5.398, 6.625], [13.088, 4.920, 7.090], [13.700, 7.541, 5.977], [12.290, 6.853, 5.631], [15.802, 7.545, 4.573], [15.898, 6.352, 3.327], [15.825, 5.751, 4.910], [-0.680, 7.279, -0.776], [0.070, 6.046, -1.270], [1.475, 5.909, -0.694], [2.098, 4.601, -1.222], [3.528, 4.175, -0.815], [4.449, 5.349, -1.074], [5.679, 4.811, -1.862], [5.199, 3.515, -2.492], [4.058, 3.016, -1.658], [3.394, 3.810, 0.651], [-0.756, 7.198, 0.307], [-1.662, 7.258, -1.241], [-0.122, 8.166, -1.078], [0.245, 6.039, -2.351], [-0.526, 5.166, -1.014], [1.454, 5.834, 0.397], [2.078, 6.764, -1.011], [2.116, 4.547, -2.312], [1.442, 3.795, -0.889], [4.763, 5.900, -0.185], [3.876, 6.127, -1.573], [6.557, 4.551, -1.268], [5.985, 5.547, -2.602], [5.965, 2.743, -2.595], [4.908, 3.626, -3.541], [4.432, 2.335, -0.893], [3.281, 2.518, -2.234], [2.818, 2.895, 0.729], [2.932, 4.653, 1.156], [4.368, 3.689, 1.125], [8.841, 4.980, 0.081], [10.110, 5.073, 0.574], [10.793, 4.017, 0.576], [10.395, 6.158, 1.169], [8.983, 4.054, -0.228]], "mulliken_charge": [0.943, -1.194, -0.854, -0.921, 0.340, -0.704, -0.833, -0.520, -0.634, -0.908, -0.090, 0.104, -0.835, 0.506, 0.282, 0.599, 0.366, 0.337, 0.404, 0.481, 0.480, 0.346, 0.481, 0.244, 0.410, 0.388, 0.369, 0.327, 0.292, 0.465, -0.719, -0.961, 2.447, -1.352, 0.911, 0.962, -0.846, -0.633, -0.482, -1.211, -0.316, 0.320, 0.479, 0.502, 0.551, -1.036, -0.584, 0.408, 0.377, -0.451, -0.763, 0.407, 0.386, 0.513, 0.192, 0.436, 0.318, 0.414, 0.018, 0.644, -1.532, 0.183, -0.642, -0.779, 0.838, -0.411, 0.037, -1.014, -0.565, -1.142, 0.376, 0.366, 0.411, -0.173, 0.266, 0.562, 0.519, 0.554, -0.039, -0.180, 0.777, -0.239, 0.505, 0.410, 0.397, 0.364, 0.437, -0.380, 0.574, 0.655, -1.479, 3.144, 0.236, -0.603, 0.452, -0.616, -0.554, -0.539, -0.620, -1.471, 0.727, -0.120, 0.162, -1.458, -0.602, -0.915, 0.535, 0.299, 0.030, 0.508, 0.198, 0.418, 0.296, 0.356, 0.213, 0.407, 0.415, 0.627, 0.349, 0.573, -0.073, -1.031, 0.418, -1.572, 0.584, -0.490, -0.679, -0.651, -0.699, -0.978, -0.073, -0.157, 0.539, 0.482, 0.273, 0.705, -0.699, 0.573, 0.354, 0.402, 0.283, 0.422, 0.337, 0.371, 0.347, 0.376, 0.363, 0.582, 0.310, 0.274, -1.261, -0.776, 0.475, -1.045, 0.914, 0.135, 0.502, -1.030, -0.623, -0.952, 0.431, 0.400, 0.125, 0.323, 0.459, 0.220, -0.098, 0.446, 0.503, 0.136, -0.519, -0.181, 0.005, 0.513, 0.418, 0.266, 0.379, -0.115, 0.427, 0.278, -1.391, 0.227, -0.852, 0.005, 0.312, 0.380, 0.671, -1.205, -0.481, -0.886, 0.376, 0.268, 0.394, 0.425, -0.238, 0.341, 0.408, 0.498, -0.491, 0.368, -0.400, 0.562, -0.943, 0.338, 0.426, 0.733, 0.112, 0.318, 0.393, 0.445, -1.257, -0.600, 0.676, -1.503, 1.276, -0.755, 1.502, -0.788, -0.140, -1.212, 0.357, 0.404, 0.285, 0.382, 0.372, 0.317, -0.293, 0.523, 0.550, 0.268, -0.301, -0.969, 0.252, 0.650, 0.416, -0.515, 0.521, 0.464, 0.476, 0.038, 0.850, 0.035, -0.996, -0.457, -0.299], "e_tot_ha": -3538.95170, "fmax_ev_per_a": 4.40, "e_homo_ha": -0.784, "de_lowest_kj_mol": 444.8, "homo_lumo_gap_ha": 0.3315, "charge": 7}